Formula: C18H14AsPS4Tc
Source: the OMol25 dataset
Level of theory: wB97M-V/def2-TZVPD

Multiplicity ... 2
Total charge ... 0
Gap between HOMO and LUMO (alpha / beta) ... 6.133 / 6.543 eV
E_LUMO (alpha / beta) ... -1.66 / -1.40 eV

Structure (XYZ):
```
39
Properties=species:S:1:pos:R:3:forces:R:3
Tc 0.2500 -0.1781 0.6868 0.3977 -0.2527 0.1577
S 2.2072 2.3167 3.1086 0.2836 0.1434 0.1037
As 0.2069 1.9980 2.8587 0.1397 -0.1311 -0.2616
S -0.0956 -0.3490 2.8002 -0.2678 -0.2692 0.6725
S -0.2279 1.9159 0.5140 -0.0132 0.3390 -0.2763
S -1.4023 2.8660 3.7479 -0.2072 0.1219 0.1521
C 4.7795 -5.0305 0.5379 -0.0060 0.0009 0.0431
C 4.5723 -4.6136 -0.7690 -0.0137 0.0262 -0.0456
C 3.6362 -3.6277 -1.0456 0.0473 -0.0460 0.0428
C 2.9080 -3.0624 -0.0018 0.0424 -0.0130 0.1099
C 3.1236 -3.4733 1.3122 0.0261 -0.0188 0.0534
C 4.0574 -4.4612 1.5793 0.0144 -0.0018 -0.0469
P 1.6247 -1.8554 -0.3254 -0.2374 0.6992 -0.3389
C 1.9249 -1.0844 -1.9343 0.1500 -0.1157 -0.1240
C 2.9795 -0.1730 -2.0352 -0.0219 -0.0099 0.0135
C 3.2049 0.4967 -3.2250 -0.0044 0.0025 -0.0206
C 2.3746 0.2721 -4.3165 0.0074 0.0100 -0.0122
C 1.3214 -0.6243 -4.2192 0.0022 -0.0266 0.0408
C 1.0950 -1.3052 -3.0308 0.0159 -0.0031 -0.0083
C -0.0038 -2.6002 -0.4279 -0.1810 -0.4243 -0.0772
C -0.4234 -3.8988 -0.7252 0.0383 0.0474 -0.0044
C -1.7828 -4.1270 -0.8152 -0.0846 0.0173 -0.0013
C -2.7030 -3.0946 -0.5844 0.0028 0.0236 0.0256
C -2.2868 -1.8239 -0.2256 0.0838 -0.2445 -0.0283
C -0.9140 -1.5766 -0.1380 -0.1856 0.0948 -0.1528
H 5.5128 -5.7981 0.7478 -0.0003 0.0025 0.0006
H 5.1416 -5.0535 -1.5772 0.0012 -0.0039 0.0073
H 3.4801 -3.2968 -2.0649 -0.0172 0.0080 0.0065
H 2.5708 -3.0168 2.1255 -0.0206 0.0224 -0.0306
H 4.2281 -4.7789 2.5989 0.0016 -0.0033 0.0004
H 3.6138 0.0251 -1.1784 -0.0125 -0.0154 0.0119
H 4.0185 1.2060 -3.2965 -0.0009 -0.0016 -0.0024
H 2.5446 0.8055 -5.2426 0.0044 0.0019 0.0058
H 0.6696 -0.7934 -5.0661 0.0048 0.0021 -0.0036
H 0.2672 -1.9987 -2.9528 -0.0067 0.0046 0.0009
H 0.2923 -4.6910 -0.9114 -0.0023 0.0049 0.0092
H -2.1478 -5.1127 -1.0740 0.0054 0.0025 0.0065
H -3.7621 -3.3070 -0.6623 0.0068 -0.0164 -0.0007
H -3.0066 -1.0510 0.0082 0.0075 0.0220 -0.0285
```
Positions in Å, forces in eV/Å.

***

Formula: C5H4N2O
Source: the OMol25 dataset
Level of theory: wB97M-V/def2-TZVPD

Multiplicity ... 1
Energy relative to the best compared isomer or geometry (same formula, charge and spin) ... 138.3 kcal/mol
Total charge ... 0
Gap between HOMO and LUMO ... 7.671 eV
E_LUMO ... -1.51 eV

Structure (XYZ):
```
12
Properties=species:S:1:pos:R:3:forces:R:3
C -0.6295 1.4039 0.0935 -2.6377 3.0565 0.7766
C 0.9849 0.1304 1.2479 -4.1689 1.0673 -2.0334
C 0.7463 -0.3759 -0.1852 -0.4306 0.0434 4.9225
C 0.5158 -1.6943 -0.6104 1.2767 -3.1412 -2.6539
C -0.4216 0.3001 -0.7247 -1.1144 -4.8419 -2.5731
H -0.4525 2.2737 -0.4714 0.9274 1.6558 -0.4872
H -1.7254 1.5963 0.3227 1.2683 -0.6531 0.7405
H 1.1224 -0.1806 2.5848 0.3828 0.7710 -4.9631
H 1.4308 -2.4501 -0.5190 -2.7814 0.9576 -0.1899
N -0.5608 -1.8413 -1.4337 2.0026 2.3816 1.5427
N -1.2420 -0.4978 -1.5304 4.1818 0.3873 3.4873
O 0.2316 1.3357 1.2258 1.0935 -1.6844 1.4307
```
Positions in Å, forces in eV/Å.

***

Formula: C5H7NO
Source: the OMol25 dataset
Level of theory: wB97M-V/def2-TZVPD

Multiplicity ... 1
Energy relative to the best compared isomer or geometry (same formula, charge and spin) ... 52.7 kcal/mol
Total charge ... 0
Gap between HOMO and LUMO ... 10.722 eV
E_LUMO ... 0.85 eV

Structure (XYZ):
```
14
Properties=species:S:1:pos:R:3:forces:R:3
C 2.4818 1.2619 -0.2477 -0.3288 -0.3984 0.0107
C 1.7866 0.2779 -0.2884 0.2569 0.3832 0.0209
C 0.9912 -0.9514 -0.4012 0.0325 -0.1045 -0.0380
C -0.5071 -0.8385 -0.0747 0.0031 -0.3764 0.2472
N -1.0950 0.4781 -0.2996 -0.0011 0.0563 0.3162
C -2.1250 0.6660 0.5980 -0.2966 0.2300 -0.0733
O -2.9757 -0.1630 0.8329 0.4357 0.2980 0.0314
H 3.1230 2.1169 -0.2155 -0.1753 -0.1595 0.0142
H 1.3960 -1.6895 0.2990 0.0752 0.0419 -0.1811
H 1.1389 -1.3580 -1.4064 -0.0442 0.1139 0.0684
H -1.0677 -1.5959 -0.6235 0.1476 0.0335 -0.0340
H -0.6831 -1.0460 0.9933 0.3619 -0.3195 -0.3210
H -0.4216 1.2370 -0.3313 -0.0641 -0.1413 0.1568
H -2.0425 1.6046 1.1652 -0.4031 0.3428 -0.2183
```
Positions in Å, forces in eV/Å.

***

Formula: C18H35BeBrClCsFKLiN4O6S3Si2
Source: the OMol25 dataset
Level of theory: wB97M-V/def2-TZVPD

Multiplicity ... 1
Total charge ... +1
Gap between HOMO and LUMO ... 1.151 eV
E_LUMO ... -4.59 eV

Structure (XYZ):
```
75
Properties=species:S:1:pos:R:3:forces:R:3
C -4.4642 3.5951 -3.0467 2.7317 -3.4136 -1.6722
C -3.6358 2.5535 -3.7608 -2.7652 3.0443 1.0143
Si -2.2728 1.4620 -2.9496 0.2476 3.9756 0.2883
N -0.6731 1.9847 -3.6753 3.6951 -1.8926 6.0758
C 0.2735 1.8175 -2.6755 -3.3492 1.1037 -1.8746
S 1.2843 1.4936 -1.3255 -4.2410 1.4703 0.5211
O -2.1203 1.6268 -1.2074 -2.6261 -2.2398 -1.9834
Si -3.5944 1.0330 -0.3796 2.3207 3.6460 2.0554
S -3.4972 -1.0951 0.0049 -2.9621 -0.5108 4.4659
C -3.6873 2.0679 1.2724 -1.0655 0.4490 0.4206
C -3.5529 1.1618 2.6311 0.0919 0.5221 0.1049
C -2.0942 0.4504 2.8555 -0.0080 -0.4241 1.2921
C -0.9900 1.3600 3.6573 0.6460 -0.5805 -0.0041
C -0.4535 2.6769 2.8413 0.1174 -0.6734 0.9743
C -0.8120 4.0452 3.6870 0.8401 -0.8887 0.2145
O -2.0490 4.6533 3.1665 2.0861 1.1310 -1.3038
C -1.5616 5.5990 2.1166 -0.6263 0.3936 0.4888
H -4.0000 4.0464 -2.0546 -1.5733 -1.1957 -1.9845
H -5.5281 3.8586 -3.4580 2.5396 0.0522 0.7213
H -3.8382 2.3802 -4.9242 -0.0241 0.0614 2.7769
H -2.5170 0.0417 -3.2507 -0.6137 1.0156 -1.0006
H -4.6992 1.2857 -1.2942 -0.3236 -0.5423 -0.2500
H -2.1298 -1.4810 -0.1479 -3.6033 1.0901 6.7559
H -4.7888 2.5281 1.2835 2.1938 -0.9069 -0.0968
H -2.9645 2.9981 1.2266 -1.2184 -2.0057 0.1886
H -3.7549 1.8881 3.5563 0.4632 -1.6688 -2.0024
H -4.4262 0.3648 2.5984 1.8554 1.6605 0.0764
H -1.5759 0.0511 1.8853 -1.0601 0.8663 1.3300
H -2.2950 -0.5110 3.5345 0.5059 2.0102 -1.4355
H -1.3639 1.6138 4.7607 0.6846 -0.5869 -2.6338
H -0.0379 0.6580 3.8168 -2.2081 1.3792 -0.1905
H -0.8755 2.6597 1.7490 0.5487 0.3801 1.9054
H 0.7327 2.6043 2.7304 -2.7569 0.3104 0.3452
H 0.1197 4.7818 3.6045 -2.0624 -1.5749 0.1767
H -1.0014 3.7919 4.8328 0.3872 0.4198 -2.4852
H -2.5059 6.0749 1.5837 1.9112 -1.0846 1.0315
H -0.8677 5.0275 1.3662 -1.2118 1.2046 1.3166
H -0.9695 6.4573 2.6762 -1.0474 -1.7058 -1.4056
C -3.9486 -3.7624 3.4475 0.1019 1.7522 -0.0242
C -4.3133 -2.3582 3.9008 -2.0716 7.5800 2.5073
N -4.6158 -1.1931 4.2768 2.1323 -9.5530 -2.8044
H -3.0797 -3.7264 2.7848 0.0869 -0.0482 0.3393
H -3.7093 -4.3837 4.3150 0.8649 0.0909 -0.6286
H -4.7886 -4.2104 2.9095 0.3554 0.0570 0.0190
Li -4.7757 -4.7396 5.5157 -0.6609 0.2080 0.8019
Cl 2.2964 3.9070 2.6113 1.0026 0.3430 -0.4733
K 2.2919 0.9163 -3.4651 3.2004 -1.3124 -3.9152
O -2.1604 -1.1970 7.4924 -0.9001 1.2831 -0.6779
S -1.5388 0.1383 7.4268 6.6628 -5.9898 3.0540
O -1.0179 0.5037 8.7567 -0.4818 0.8874 -0.3868
O -2.5455 1.1288 7.0042 -4.4755 3.1908 -2.5854
O -0.4313 0.1173 6.4540 -1.5477 0.7839 0.1776
Be -6.8273 -3.9134 3.4643 -0.8165 0.0090 0.3297
F -0.6273 -0.6621 10.6710 -0.1797 -0.0945 -0.0878
C 7.3715 -4.8532 -8.1769 -0.3428 0.0305 -0.1624
C 8.0431 -4.7177 -6.8240 0.5364 -0.2120 -0.4430
N 7.2073 -3.9930 -5.8606 -0.4706 0.5224 0.3520
C 6.8451 -4.4366 -4.5981 -0.0715 0.6805 -0.3876
C 6.1258 -3.4294 -4.0152 0.2320 -0.0011 -0.6180
N 6.0606 -2.4005 -4.9387 0.3111 -0.4495 -0.2103
C 6.7172 -2.7576 -6.0516 0.0341 -0.6215 0.6651
C 5.3985 -1.1151 -4.7569 -0.0082 0.3323 -0.1582
H 7.1390 -3.8737 -8.6059 0.0951 -0.1307 -0.0294
H 8.0257 -5.3816 -8.8777 -0.0902 0.1230 0.1983
H 6.4330 -5.4105 -8.0918 0.1584 0.0331 -0.0261
H 8.9864 -4.1687 -6.9186 -0.1289 -0.1508 0.0976
H 8.2698 -5.7101 -6.4214 -0.1176 0.3162 0.1593
H 7.1572 -5.4123 -4.2696 -0.1040 0.0567 0.1940
H 5.6530 -3.3114 -3.0561 0.0881 -0.2209 0.0474
H 6.8359 -2.1488 -6.9417 -0.0085 -0.1756 0.2669
H 4.6095 -1.0149 -5.5066 0.0782 0.0305 0.1307
H 6.1355 -0.3177 -4.8855 -0.1899 -0.0655 0.0901
H 4.9632 -1.0501 -3.7564 0.2045 -0.1726 -0.1754
Br -3.1928 2.7606 7.4962 0.6749 -0.5454 0.3165
Cs -1.8059 -1.4286 -1.7956 7.3263 -2.8579 -10.1704
```
Positions in Å, forces in eV/Å.

***

Formula: C3H2FNO2
Source: the OMol25 dataset
Level of theory: wB97M-V/def2-TZVPD

Multiplicity ... 1
Energy relative to the best compared isomer or geometry (same formula, charge and spin) ... 28.8 kcal/mol
Total charge ... 0
Gap between HOMO and LUMO ... 10.180 eV
E_LUMO ... 0.39 eV

Structure (XYZ):
```
9
Properties=species:S:1:pos:R:3:forces:R:3
O -0.5694 1.9883 -0.4537 0.3641 -0.2461 1.5775
C -0.2371 0.6691 -0.2684 0.8256 0.1153 -3.1333
C -0.0623 0.0538 0.8595 1.0050 -2.2377 6.1322
O 0.3621 -1.3265 0.6529 -0.0145 2.4199 -1.4063
C 0.4707 -1.3086 -0.6966 -2.2830 -2.2522 -0.1615
F 0.4848 -2.5713 -1.2209 0.8414 1.9697 0.7038
N 0.1097 -0.2903 -1.3800 -0.3047 2.0127 2.0976
H -0.5281 2.4391 0.4651 -0.1201 -1.1300 -2.2697
H -0.0304 0.3463 2.0423 -0.3138 -0.6517 -3.5403
```
Positions in Å, forces in eV/Å.

***

Formula: C11H20BrN2O5S
Source: the OMol25 dataset
Level of theory: wB97M-V/def2-TZVPD

Multiplicity ... 1
Total charge ... +1
Gap between HOMO and LUMO ... 9.496 eV
E_LUMO ... -3.15 eV

Structure (XYZ):
```
40
Properties=species:S:1:pos:R:3:forces:R:3
C 2.1149 -0.4451 3.8308 0.1256 -0.4227 -0.0865
C 2.2302 0.0737 2.4289 -0.1194 -0.1733 -0.4338
O 1.5489 -0.2838 1.4878 0.0486 0.2280 0.3451
O 3.1826 1.0059 2.3336 -0.2392 0.2507 0.0882
C 3.1649 1.8763 1.1837 0.0611 0.2674 -0.1130
C 4.2199 1.4864 0.1557 0.1948 -0.3085 0.0331
C 3.7018 1.0088 -1.1865 0.1440 -0.1242 0.1907
O 2.9336 2.0959 -1.7636 -0.0172 0.0428 -0.2881
S 2.0481 1.9439 -3.1014 -0.1362 -0.1947 0.6975
O 0.7252 1.5019 -2.6993 0.2531 0.0243 -0.1242
O 2.8242 0.6410 -3.7474 -0.0752 0.0002 -0.3205
Br 2.0628 -1.0060 -3.5707 0.1248 -0.0162 -0.0553
H 1.5539 0.2715 4.4342 0.0322 -0.0583 -0.0416
H 3.1024 -0.5724 4.2758 -0.0670 0.1334 -0.0197
H 1.6089 -1.4101 3.8121 -0.0694 0.1650 0.0650
H 2.1661 1.9084 0.7496 0.0046 -0.1449 0.0252
H 3.3855 2.8630 1.5907 -0.0116 -0.1040 0.0265
H 4.8033 0.6599 0.5761 0.0220 0.1080 -0.0387
H 4.9209 2.3110 0.0074 -0.1040 -0.0379 -0.0872
H 3.0973 0.1021 -1.0959 -0.1556 0.2265 0.1164
H 4.5478 0.7794 -1.8375 -0.1200 0.0950 -0.0684
C -0.5834 -1.6160 -1.0198 -0.0850 0.0546 0.0041
C -1.2109 -0.2983 -0.6106 0.0677 -0.0273 -0.1829
N -2.6255 -0.4520 -0.2093 -0.0426 0.0430 -0.0135
C -3.1732 -0.0561 0.9857 0.0894 0.0031 -0.0041
C -4.4982 -0.3384 0.9339 -0.0824 -0.0309 -0.0360
N -4.7393 -0.9022 -0.2966 0.0175 0.0130 -0.0287
C -3.5904 -0.9559 -0.9664 -0.0004 -0.0263 0.0023
C -6.0350 -1.3660 -0.7977 0.0407 -0.0140 -0.0256
H -1.0787 -2.0413 -1.8946 0.0544 0.0109 -0.0324
H 0.4525 -1.4086 -1.2806 -0.0297 -0.1025 0.0442
H -0.6108 -2.3477 -0.2133 0.0343 0.0519 0.0513
H -1.1695 0.4263 -1.4234 0.0153 -0.0063 0.0199
H -0.6850 0.1228 0.2380 0.0440 0.0371 0.1625
H -2.5658 0.3904 1.7519 -0.0486 -0.0004 0.0507
H -5.2912 -0.1920 1.6448 0.0492 0.0199 0.0544
H -3.4680 -1.3448 -1.9622 0.0038 0.0035 -0.0150
H -6.0000 -2.4375 -0.9761 -0.0058 -0.0120 0.0210
H -6.2809 -0.8444 -1.7187 -0.0099 0.0196 0.0035
H -6.7897 -1.1494 -0.0493 -0.0078 0.0067 0.0135
```
Positions in Å, forces in eV/Å.